7 unconnected molecules or ions with the total composition C34H72N14O12P2. Source: the Open Molecules 2025 dataset; level of theory: ωB97M-V/def2-TZVPD.

Each line ends with the Löwdin charge.
Atoms and positions in Å:
1 H -1.29022 -1.22780 -2.91589  0.12
2 H -3.34458 2.10957 0.73959  0.07
3 H 0.92633 1.45829 1.82927  0.13
4 C -1.83827 1.91893 -3.48242  -0.41
5 N 0.66951 -0.59441 1.55271  -0.13
6 C 0.94837 0.53317 2.39765  -0.18
7 H 6.39863 0.44786 -4.09637  0.06
8 H -0.40078 7.07193 -2.38414  0.03
9 H -0.20248 -4.05141 -2.92508  0.09
10 C -0.47238 -1.92279 -3.10959  -0.30
11 C -3.16772 1.16906 -3.47706  -0.19
12 C 0.86419 -1.06497 -5.15289  -0.06
13 H -0.46868 -2.96571 0.61371  0.08
14 P -1.36670 2.09442 -1.71300  1.07
15 H 9.22275 3.23002 -6.29362  0.10
16 C 0.14440 5.11447 -1.39789  -0.20
17 C 5.05528 1.40401 -2.72879  -0.07
18 C -1.93844 -1.27649 5.92640  -0.67
19 H -1.25544 -1.19788 2.19203  0.13
20 H 0.22113 -5.55014 0.86552  0.08
21 C 4.06801 1.22613 -1.78132  -0.05
22 H -2.28588 4.31724 -1.00342  0.06
23 N -7.82597 -1.10667 6.31868  0.16
24 C 0.44185 2.57941 -1.49209  -0.64
25 O 3.65733 -1.11521 3.09889  0.07
26 O 1.25417 1.70638 -0.72986  -0.10
27 O -5.34762 0.36399 -1.57464  0.02
28 H -3.49606 0.96810 -4.49751  0.08
29 H -3.95674 1.74494 -3.00488  0.04
30 H 0.13977 3.73508 -3.79555  0.02
31 C -0.17566 6.11865 -1.97271  0.12
32 C -0.21986 -1.56252 2.21096  -0.20
33 H 3.89369 -2.14349 -1.80290  0.11
34 H 2.14201 3.98736 -2.86558  0.03
35 N -4.28259 -1.43582 -0.71729  0.17
36 C -5.40656 -0.75425 -1.09607  -0.67
37 C -0.21440 -2.01358 -4.63529  -0.37
38 C -0.94656 -3.30727 -2.63462  -0.06
39 H -7.84542 -1.62999 7.17374  0.11
40 C 0.10269 -0.18156 0.26243  -0.09
41 H 1.53907 3.99876 -0.36557  0.13
42 C 4.18890 -1.13332 -2.05280  -0.06
43 H 8.77309 -2.62792 -0.10961  0.10
44 H -1.09055 -3.34227 -1.55490  0.05
45 C 2.52526 -0.24657 -0.40579  -0.04
46 H -0.08148 3.80261 0.24906  0.10
47 H -1.05820 1.32130 -3.95222  0.05
48 H -0.37952 -1.31994 7.32596  0.09
49 C -0.09729 -2.96029 1.64299  -0.14
50 C -0.05163 -6.02760 1.81125  -0.12
51 N -3.53161 4.37499 8.19343  0.15
52 H 5.67070 -1.82005 -3.44029  0.10
53 N 6.52288 -1.01399 1.52773  0.16
54 H 0.93275 -1.18765 -6.23636  0.08
55 P 1.16261 3.01393 -3.16609  0.75
56 N -2.63456 -0.37313 6.65917  0.16
57 N 6.97093 1.12218 -7.20495  0.16
58 H -1.80960 -4.26918 1.80971  0.12
59 H -4.16576 5.13309 8.35451  0.09
60 H 5.38952 2.39645 -2.99822  0.10
61 H -2.32447 0.01732 7.52854  0.08
62 H -3.40071 -0.97016 -0.84388  0.08
63 H -1.86958 -3.59708 -3.13775  0.08
64 N -6.59111 -1.41354 -0.90054  0.15
65 H 6.83953 1.39837 -8.15849  0.09
66 O -2.34017 -1.71878 4.85627  0.00
67 H 0.61723 -0.03197 -4.93272  0.05
68 H -1.50297 -0.63104 -5.68460  0.07
69 C 1.13463 0.29206 -0.80051  -0.46
70 H -8.09673 -1.55482 5.46476  0.10
71 C -7.41711 0.19009 6.39116  -0.66
72 H 0.06939 -1.61123 3.25994  0.10
73 H 1.65579 -1.83397 -2.81608  0.12
74 N 2.58158 -0.80288 3.41940  -0.02
75 O -0.23564 -5.09749 2.85106  -0.19
76 H -3.50967 -0.05671 6.28910  0.09
77 O 6.29630 -2.48087 -0.18291  0.03
78 C -0.96525 -3.95949 2.43626  -0.22
79 H 1.85227 -1.30093 -4.76338  0.08
80 H -0.48033 -1.01415 -0.12108  0.11
81 O -3.13459 2.19044 7.73993  0.01
82 C 7.85306 1.72998 -6.35521  -0.67
83 H 2.84846 0.29760 0.48347  0.12
84 C 5.19838 -0.95952 -2.98550  -0.08
85 O 2.28164 0.49557 2.95933  -0.10
86 H -1.68862 2.63120 1.09673  0.04
87 C 7.01630 -1.87620 0.58804  -0.67
88 H -5.61234 1.94854 7.70866  0.05
89 O 1.72655 1.92282 -3.98652  -0.40
90 H -0.61572 0.61939 0.43954  0.08
91 H 7.10016 -0.50398 2.16735  0.09
92 N -7.39332 0.87315 5.21059  0.16
93 C 5.62976 0.30330 -3.34822  -0.08
94 H -1.96850 2.88149 -3.97841  0.07
95 H 0.01666 -3.04679 -4.90169  0.13
96 H 5.52693 -0.89036 1.56392  0.07
97 H 0.23516 0.59431 3.22604  0.13
98 N 8.38202 -2.00756 0.57289  0.14
99 H 8.47229 3.07171 -7.84297  0.09
100 H -0.19714 -2.33507 5.93831  0.10
101 N -5.28088 2.88686 7.89647  0.16
102 H -0.95498 -6.62478 1.65093  0.09
103 H 0.76404 -6.68628 2.09848  0.09
104 H -7.42964 -0.93758 -1.17354  0.10
105 H -2.41050 -1.79685 -4.73513  0.07
106 H -4.29641 -2.35602 -0.32063  0.09
107 H 6.42403 0.36704 -6.83502  0.10
108 C 3.60032 -0.03866 -1.44053  -0.20
109 H 8.99294 -1.51510 1.19473  0.09
110 O 7.98837 1.37797 -5.19728  0.02
111 H -1.37451 -3.47495 3.32158  0.10
112 O -7.08701 0.70728 7.45088  0.00
113 H -3.08292 0.23131 -2.93786  0.03
114 H 2.45937 -1.29124 -0.11552  0.12
115 H 0.74588 -2.09190 -1.34517  0.11
116 H -6.65460 -2.33431 -0.51132  0.09
117 C -3.93834 3.09294 7.93369  -0.67
118 H -2.54493 4.54743 8.22199  0.10
119 H -3.06316 3.77065 1.16268  0.07
120 C 0.49201 3.89763 -0.67096  -0.22
121 H -5.95391 3.61361 8.04667  0.10
122 H -1.64498 -2.26744 -6.27974  0.07
123 H 0.94068 -3.28532 1.58980  0.13
124 H -3.46985 3.08193 -1.31554  0.07
125 C -1.53571 -1.67603 -5.37191  -0.07
126 H -7.65211 0.46817 4.33148  0.10
127 C 0.75411 -1.53432 -2.28249  -0.15
128 C -2.62786 2.92339 0.63401  -0.15
129 H -7.08913 1.82833 5.23640  0.10
130 C -2.49352 3.25556 -0.86116  -0.40
131 H 3.63552 2.08953 -1.29411  0.10
132 N 8.57004 2.76456 -6.89484  0.15
133 N -0.73640 -1.66769 6.45703  0.15
134 O 0.78725 -0.12694 -2.08300  -0.06

Properties
* electronic energy: -100434.9679 eV
* orbital gap: 7.53 eV
* highest occupied orbital energy: -7.4 eV
* structure (SMILES): C#CC[C@](O[C@@](Cc1ccccc1)(CN(CCCOC)CON=O)OC[C@H](C)C(C)C)([PH2]=O)P(CC)CC.NC(N)=O.NC(N)=O.NC(N)=O.NC(N)=O.NC(N)=O.NC(N)=O
* molecular weight: 930.98 g mol⁻¹
* strongest force on any atom: 2.24 eV Å⁻¹